# 1
A cluster of 4 separate species, C34H62BrNO8 in total in a non-equilibrium geometry. Source: the OMol25 dataset; level of theory: wB97M-V/def2-TZVPD.

Values from the calculation:
total charge = 0
DFT total energy = -4562.9829 Ha
SMILES = C=C[C@@H](O[C@](CC)(CC(=O)c1ccccc1)[C@@H](Br)CC)[C@H](CCCCOC=O)OCCN.CC(C)O.CC(C)O.CC(C)O
gap between HOMO and LUMO = 8.9294 eV
largest force on an atom = 5.3 eV Å⁻¹

The geometry in XYZ format:
```
106
Properties=species:S:1:pos:R:3:forces:R:3:mulliken_charge:R:1
C 1.855493 -2.568560 1.965606 -0.7 3.1 0.3 -0.993
C 1.583506 -1.160486 1.871404 0.1 -3.3 -0.5 0.089
C 1.585553 -0.472478 0.393917 1.6 -1.0 1.7 -0.234
O 0.379339 -0.513765 -0.330970 -0.2 0.1 0.6 -0.217
C -0.700651 0.359086 -0.073484 -1.8 1.3 -0.6 0.826
C -0.977717 0.894980 1.389163 -1.1 0.0 1.3 -0.707
C -1.505660 -0.206956 2.461362 1.0 -0.5 0.3 -1.070
C -2.011078 -0.494258 -0.555606 0.0 -0.4 -0.5 -0.540
C -3.409646 0.203356 -0.353656 -3.3 2.4 -1.6 -0.447
O -3.953867 0.988342 -1.222385 3.0 -3.1 3.2 -0.527
C -4.390525 -0.067422 0.925818 -0.1 -0.5 1.4 0.984
C -4.830559 1.155126 1.772642 -1.4 -4.0 1.1 -0.054
C -5.736612 0.852673 3.019132 1.8 -2.5 -2.7 -0.645
C -6.098700 -0.617796 3.315609 1.3 0.3 -2.0 -0.405
C -5.663338 -1.830538 2.439291 1.6 3.8 -1.5 -0.631
C -4.771963 -1.541129 1.208432 -1.1 3.0 2.5 -0.342
C -0.605104 1.578197 -1.172341 -0.5 -0.7 -0.7 -1.181
Br -0.121698 3.343354 -0.307521 0.0 -0.7 -0.8 -0.117
C 0.321234 1.222095 -2.432782 -1.2 0.0 -0.4 0.751
C -0.005254 2.269529 -3.613174 -0.2 -0.2 -0.8 -0.878
C 2.413904 0.888565 0.511753 2.5 0.1 0.0 -0.065
C 3.995445 0.502309 0.324925 -1.1 -1.7 -0.1 -0.093
C 4.415239 0.263696 -1.202852 1.7 0.7 0.9 -0.033
C 5.931645 -0.340574 -1.162840 -0.3 -0.3 0.9 -0.871
C 5.943724 -1.932041 -0.880615 0.2 1.0 -0.1 -0.220
O 7.339117 -2.287185 -0.533446 -0.7 -2.2 0.4 -0.308
C 7.488098 -3.695765 -0.442552 1.0 -1.8 -3.5 0.198
O 7.745960 -4.384871 -1.462188 -1.1 2.7 3.8 -0.484
O 2.386578 1.489775 1.857817 -0.8 0.8 -2.0 -0.242
C 2.697342 2.900612 1.805598 1.3 1.0 1.7 -0.389
C 3.878009 3.136823 2.911134 -0.2 -0.8 -1.3 -0.242
N 3.803500 4.511822 3.487500 0.4 -1.2 -0.2 -0.636
H 1.476013 -3.297859 1.165606 1.5 1.2 0.8 0.244
H 2.410771 -2.929868 2.900535 -1.7 0.2 -1.2 0.178
H 1.336225 -0.602931 2.829084 1.3 -0.3 -1.5 0.409
H 2.301245 -1.186218 -0.178639 -1.5 1.2 0.7 0.227
H -0.130693 1.453939 1.906045 -0.8 -0.8 -1.2 0.261
H -1.839636 1.666203 1.314398 1.5 -1.1 -0.2 0.691
H -2.516544 0.046952 2.920204 1.4 -0.3 -0.8 0.201
H -0.733229 -0.261648 3.320622 -1.4 0.1 -1.3 0.313
H -1.550951 -1.268955 2.028956 0.0 1.6 0.6 0.221
H -2.041232 -1.525838 -0.054958 0.2 1.6 -0.5 0.509
H -1.861649 -0.668968 -1.681077 -0.4 0.3 1.6 0.172
H -4.495251 2.220553 1.505681 -0.6 -2.0 0.4 0.335
H -6.056819 1.740310 3.676866 0.4 -1.8 -1.1 0.342
H -6.731827 -0.853673 4.238419 1.0 0.5 -1.5 0.331
H -5.922290 -2.915168 2.657656 0.2 1.8 -0.1 0.341
H -4.367185 -2.357089 0.508105 -0.8 1.4 1.3 0.312
H -1.639711 1.808910 -1.635330 1.6 -0.5 1.1 0.755
H -0.054913 0.195600 -2.814865 0.6 1.5 0.8 0.036
H 1.425272 1.085186 -2.205689 -1.5 0.4 -0.2 -0.162
H 0.881403 2.906221 -3.942634 -1.1 -0.8 0.7 0.323
H -0.877549 2.974460 -3.349731 1.5 -1.0 -0.2 0.286
H -0.358362 1.696447 -4.554243 0.6 0.9 1.5 0.038
H 2.218766 1.668566 -0.293542 -0.4 -1.1 1.1 0.260
H 4.680577 1.212399 0.903614 -1.1 -0.7 -1.2 -0.072
H 4.098663 -0.524702 0.853871 0.0 1.7 -0.6 -0.165
H 3.708942 -0.442173 -1.751755 0.8 1.1 0.6 0.245
H 4.512587 1.300123 -1.707394 -0.5 -1.8 0.5 0.248
H 6.557154 -0.037322 -2.066187 -0.9 -0.7 1.1 0.394
H 6.444117 0.129395 -0.237140 -0.7 -0.7 -1.5 0.224
H 5.317787 -2.162074 0.052919 0.5 0.3 -1.5 0.190
H 5.658485 -2.552597 -1.794836 0.1 0.9 1.3 0.320
H 7.431494 -4.273246 0.552319 -0.1 1.6 -1.0 0.336
H 3.131058 3.264834 0.815036 -0.9 -0.7 1.0 0.262
H 1.820914 3.572992 2.115976 1.1 -1.2 -0.6 0.317
H 3.774173 2.300479 3.679179 0.0 1.4 -0.8 0.146
H 4.876185 2.932484 2.355662 -1.4 0.3 1.0 0.195
H 4.309953 5.143761 2.855860 -0.2 -0.2 0.8 0.246
H 4.217187 4.490556 4.430761 -0.1 0.4 -0.9 0.235
C 4.813452 -0.803057 6.587006 -0.1 0.3 0.0 -1.276
C 4.020287 -1.882276 5.867055 0.6 -0.2 0.3 0.572
C 4.054876 -3.196974 6.630443 -0.2 -0.2 0.0 -1.344
O 4.561206 -2.077165 4.561788 -0.2 0.0 -0.3 -0.440
H 5.866070 -1.089322 6.681047 -0.1 -0.1 0.1 0.355
H 4.789312 0.132519 6.021616 -0.1 -0.1 0.1 0.211
H 4.411734 -0.618172 7.586555 0.1 0.0 0.0 0.386
H 2.983746 -1.556031 5.743785 0.1 0.0 -0.2 0.230
H 5.081220 -3.566016 6.725995 0.0 0.1 0.1 0.329
H 3.490708 -3.966189 6.096074 0.0 0.1 0.1 0.328
H 3.630398 -3.083870 7.631267 0.1 0.0 0.0 0.379
H 5.478416 -2.365879 4.659215 -0.2 0.1 0.0 0.279
C -7.383502 0.299433 -1.271430 -0.1 -0.2 0.3 -0.757
C -7.974141 1.616543 -1.746919 0.6 -0.2 -0.4 0.315
C -8.186020 1.616546 -3.252900 -0.3 0.2 -0.2 -1.259
O -7.098085 2.683608 -1.391074 -0.2 0.2 0.1 -0.560
H -6.404823 0.117460 -1.726312 -0.1 0.1 -0.1 0.051
H -7.227598 0.321878 -0.189298 -0.1 0.0 -0.1 0.148
H -8.043646 -0.537896 -1.514602 0.0 0.0 0.0 0.442
H -8.927521 1.796200 -1.241900 0.2 0.2 0.0 0.305
H -7.235998 1.483703 -3.780547 0.0 -0.1 0.1 0.287
H -8.599748 2.573588 -3.582474 0.0 -0.1 0.1 0.330
H -8.868080 0.817671 -3.555920 0.1 0.0 0.0 0.355
H -6.250684 2.533255 -1.832775 -0.1 -0.1 0.2 0.346
C -1.476489 -1.941920 -6.419110 -0.1 -0.1 0.3 -1.179
C -2.072976 -0.629443 -6.903075 0.5 -0.3 -0.4 0.389
C -2.287146 -0.640506 -8.408418 -0.2 0.1 -0.1 -1.276
O -1.200851 0.444454 -6.555893 -0.1 0.2 0.2 -0.517
H -0.498761 -2.119489 -6.878805 -0.1 0.0 -0.1 0.340
H -1.317455 -1.915588 -5.337524 -0.1 0.0 -0.1 0.218
H -2.131289 -2.784428 -6.655907 0.1 0.0 0.0 0.379
H -3.025909 -0.450388 -6.397623 0.2 0.2 0.0 0.258
H -1.337484 -0.773038 -8.936897 0.0 -0.1 0.1 0.342
H -2.705250 0.312408 -8.743622 0.0 -0.1 0.1 0.319
H -2.966255 -1.443999 -8.704828 0.1 0.0 0.0 0.366
H -0.354181 0.295865 -6.998088 -0.2 0.0 0.1 0.326
```
Forces are in eV/Å.

# 2
The ion C9H13N2 with charge +1 in a non-equilibrium geometry. Source: the OMol25 dataset; level of theory: wB97M-V/def2-TZVPD.

Values from the calculation:
total charge = +1
DFT total energy = -459.8394 Ha
ΔE to the lowest compared entry with this formula, charge and spin = 4.753 eV
SMILES = C/C=C1\C=C/NC#[N+]CCC1
gap between HOMO and LUMO (spin up / spin down) = 7.1180 / 7.1173 eV
largest force on an atom = 3.7 eV Å⁻¹

The geometry in XYZ format:
```
24
Properties=species:S:1:pos:R:3:forces:R:3:nbo_charge:R:1
C -3.339033 0.643586 -0.568601 -1.8 -2.2 -0.1 -0.671
C -2.333716 -0.212966 0.020259 2.7 -2.0 1.2 -0.041
C -1.001844 -0.106157 0.303445 0.2 2.6 -1.5 -0.093
C -0.362855 1.211497 0.055930 -1.2 1.2 0.2 -0.150
C 0.779183 1.943188 0.133434 -2.1 0.7 -0.9 -0.114
N 2.143492 1.735092 0.485650 0.4 0.7 0.1 -0.582
C 2.939196 0.831672 -0.017564 -2.1 -2.8 0.9 0.707
N 3.031665 -0.297888 -0.335792 0.9 2.5 -0.7 -0.243
C 2.449492 -1.588168 -0.139735 0.4 -2.4 -1.7 -0.242
C 0.940535 -1.476773 -0.475788 0.0 -1.5 3.4 -0.398
C -0.064555 -1.167257 0.715918 1.3 1.5 -0.2 -0.432
H -2.975891 1.385905 -1.155968 1.2 2.5 -1.4 0.221
H -3.951961 0.992331 0.221911 -0.8 0.8 0.8 0.251
H -4.050913 0.091104 -1.236104 0.7 0.0 0.6 0.253
H -2.624524 -1.180840 0.381598 -0.9 -0.6 -0.2 0.204
H -1.173077 1.965619 -0.142196 0.9 -0.8 -0.1 0.232
H 0.524022 3.000257 -0.083054 1.1 -0.6 0.2 0.228
H 2.454941 2.477622 1.085074 0.8 0.1 0.0 0.452
H 2.548852 -1.851495 0.908159 0.4 -0.3 0.0 0.243
H 2.952709 -2.402382 -0.885379 -1.0 2.1 2.1 0.257
H 0.719522 -0.695495 -1.101411 -0.1 1.2 -2.5 0.225
H 0.696838 -2.473736 -0.797519 -0.4 -0.1 -0.8 0.250
H -0.652501 -1.958272 0.951409 -1.4 -3.0 0.6 0.227
H 0.350416 -0.866443 1.676319 0.8 0.1 0.0 0.215
```
Forces are in eV/Å.

# 3
The molecule C5H10O. Source: the OMol25 dataset; level of theory: wB97M-V/def2-TZVPD.

Values from the calculation:
total charge = 0
DFT total energy = -271.5570 Ha
ΔE to the lowest compared entry with this formula, charge and spin = 5.322 eV
gap between HOMO and LUMO = 8.4211 eV
largest force on an atom = 0.7 eV Å⁻¹

The geometry in XYZ format:
```
16
Properties=species:S:1:pos:R:3:forces:R:3:nbo_charge:R:1
C 1.518413 -0.988401 -1.589249 0.0 0.0 0.0 -0.600
C 1.097378 -0.404534 -0.243148 0.0 0.0 0.1 -0.398
C -0.406235 -0.132790 -0.173165 0.0 0.0 -0.1 -0.423
C -0.755141 0.427490 1.209330 0.2 -0.3 -0.4 -0.169
C -2.151620 1.441784 1.798863 -0.6 0.2 0.0 0.108
O -2.455496 0.561731 0.891541 0.5 -0.1 0.4 -0.495
H 2.597580 -1.173759 -1.619193 -0.2 0.0 0.0 0.213
H 1.004398 -1.937832 -1.779247 0.1 0.1 0.0 0.205
H 1.269224 -0.302586 -2.407807 0.0 -0.1 0.1 0.205
H 1.380929 -1.094249 0.564107 0.0 0.1 -0.1 0.197
H 1.644424 0.530912 -0.059437 -0.1 -0.1 0.0 0.196
H -0.692730 0.587347 -0.948023 0.0 -0.1 0.1 0.213
H -0.968930 -1.054751 -0.366372 0.1 0.2 0.1 0.214
H -0.160072 1.350175 1.337506 -0.2 -0.1 0.0 0.230
H -0.589125 -0.290952 2.018174 -0.3 0.4 -0.2 0.234
H -2.332997 2.480414 1.366120 0.3 -0.2 0.1 0.070
```
Forces are in eV/Å.